# CH4O3

A 2-piece molecular cluster, CH4O3 overall at a distorted geometry (ωB97M-V/def2-TZVPD, the Open Molecules 2025 dataset).

XYZ file:
```
8
Properties=species:S:1:pos:R:3:forces:R:3
O 0.7245 -0.0478 0.9055 1.26 -1.82 0.31
C -0.4087 -0.2912 0.6560 0.36 2.90 -0.06
O -1.2119 0.7710 0.9543 -2.72 0.65 -1.39
H -0.8462 -1.1325 0.1463 -0.16 -0.62 -0.04
H -1.9436 1.0014 0.2917 1.31 -1.11 1.40
O 0.8709 -0.4987 -1.9486 -1.42 0.92 -0.74
H 1.7345 -0.3013 -1.6129 0.72 0.15 0.44
H 0.4398 0.3844 -2.0500 0.65 -1.08 0.07
```
Forces are in eV/Å.

The calculation puts the orbital gap at 11.227 eV. The SMILES is O=CO.O. The total energy is -7243.66848 eV. The value obtained for the LUMO energy is 0.45 eV. The calculation puts the relative energy (zero: lowest compared OMol25 entry of this formula, charge and spin) at 22.7 kcal/mol. Its charge is 0. The strongest force on any atom is 3.1 eV/Å.